1.
2 unconnected molecules or ions with the total composition C3H8N2O2 at a distorted geometry, computed with ωB97M-V with the def2-TZVPD basis set.

```
15
Properties=species:S:1:pos:R:3
C -0.49 0.31 0.34
C 1.52 -1.05 0.18
C 0.82 0.38 -1.71
N -2.63 0.21 1.76
N 0.65 0.12 -0.31
O -0.74 -0.21 1.45
O -3.04 0.98 0.89
H -1.26 1.17 0.19
H 0.98 -1.97 -0.01
H 2.36 -1.09 -0.46
H 1.71 -1.13 1.21
H 1.54 1.16 -1.85
H 1.20 -0.45 -2.31
H -0.11 0.80 -2.03
H -2.52 0.76 2.66
```

energy relative to the best compared isomer or geometry (same formula, charge and spin) = 5.2029 eV
highest occupied orbital energy = -8.067 eV
Kohn-Sham gap = 8.800 eV
F_max = 3.53 eV Å⁻¹
SMILES = CN(C)C=O.N=O

Results of the natural (NBO) charge analysis, in e, for atoms 1 through 5: 0.491, -0.415, -0.409, 0.006, -0.401

---

2.
2 unconnected molecules or ions with the total composition C2H4N2OS at a distorted geometry, computed with ωB97M-V with the def2-TZVPD basis set.

```
10
Properties=species:S:1:pos:R:3
C 1.43 -0.83 0.37
C -0.50 -0.16 -0.20
N 0.31 -1.27 -0.03
N 0.22 1.02 0.30
O 1.59 0.53 0.43
S -2.23 -0.04 0.27
H 2.29 -1.34 0.39
H -0.63 -0.24 -1.83
H 0.40 1.80 -0.30
H -1.85 0.64 1.39
```

energy relative to the best compared isomer or geometry (same formula, charge and spin) = 5.3386 eV
highest occupied orbital energy = -8.789 eV
Kohn-Sham gap = 9.205 eV
F_max = 5.36 eV Å⁻¹

Results of the natural (NBO) charge analysis, in e, for atoms 1 through 5: 0.381, 0.024, -0.485, -0.362, -0.351

---

3.
A molecular structure, C4H7NiO3 at a distorted geometry, computed with ωB97M-V with the def2-TZVPD basis set.

```
15
Properties=species:S:1:pos:R:3
H -1.60 0.01 3.10
O -0.91 1.90 0.43
C -0.01 1.98 -0.38
C 0.83 0.73 -0.67
O 0.34 0.05 -1.70
C 0.18 -1.36 -1.54
C 0.70 -1.66 -0.14
O 0.53 -0.43 0.56
Ni -0.95 0.18 1.61
H 0.10 2.84 -1.06
H 1.91 0.96 -0.71
H 0.76 -1.86 -2.33
H -0.88 -1.60 -1.65
H 1.78 -1.87 -0.17
H 0.17 -2.49 0.33
```

energy relative to the best compared isomer or geometry (same formula, charge and spin) = 0.0000 eV
highest occupied orbital energy (alpha / beta) = -14.333 / -14.582 eV
net charge = +1
Kohn-Sham gap (alpha / beta) = 9.214 / 8.822 eV
F_max = 3.04 eV Å⁻¹
spin multiplicity = 3

Results of the natural (NBO) charge analysis, in e, for atoms 1 through 5: -0.364, -0.546, 0.443, 0.337, -0.493

---

4.
A molecular structure, C11H12N2PRe at a distorted geometry, computed with ωB97M-V with the def2-TZVPD basis set.

```
27
Properties=species:S:1:pos:R:3
C 1.15 0.36 -1.89
C -0.05 0.04 -2.62
C -0.61 -1.23 -2.38
C -0.34 -1.99 -1.22
C 0.85 -1.69 -0.48
Re -0.14 -0.07 -0.58
P 0.08 2.24 0.25
H 1.91 1.09 -2.15
H -0.49 0.68 -3.40
H -1.33 -1.60 -3.10
H 1.35 -2.37 0.23
H -1.06 -2.75 -0.91
H -0.82 2.86 1.15
H 0.43 3.31 -0.59
H 1.19 2.22 1.11
N 0.03 -0.43 7.13
C -0.09 -0.36 5.96
C -0.26 -0.33 4.53
C 0.78 -0.79 3.74
C 0.72 -0.58 2.37
N -0.38 -0.13 1.76
C -1.42 0.28 2.52
C -1.40 0.21 3.90
H 1.65 -1.29 4.16
H 1.59 -0.79 1.75
H -2.26 0.74 2.00
H -2.27 0.53 4.47
```

energy relative to the best compared isomer or geometry (same formula, charge and spin) = 0.6947 eV
highest occupied orbital energy (alpha / beta) = -10.481 / -12.813 eV
net charge = +1
Kohn-Sham gap (alpha / beta) = 6.023 / 8.444 eV
F_max = 7.60 eV Å⁻¹
spin multiplicity = 4

Results of the natural (NBO) charge analysis, in e, for atoms 1 through 5: -0.287, -0.369, -0.189, -0.389, -0.301

---

5.
A molecular structure, C34H24N2OPS3Ti, computed with ωB97M-V with the def2-TZVPD basis set.

```
66
Properties=species:S:1:pos:R:3
Ti -0.62 -1.14 0.58
S 0.24 -1.97 3.25
C -0.37 -0.40 3.31
N -0.65 0.32 2.24
C -1.17 1.56 2.55
C -1.55 2.53 1.61
C -2.05 3.73 2.07
C -2.18 3.99 3.43
C -1.81 3.04 4.37
C -1.31 1.82 3.92
S -0.76 0.44 4.83
H -1.46 2.31 0.56
H -2.35 4.48 1.34
H -2.57 4.95 3.77
H -1.90 3.24 5.43
C 5.44 -1.20 -3.64
C 4.27 -1.71 -4.19
C 3.07 -1.59 -3.49
C 3.02 -0.94 -2.26
C 4.20 -0.45 -1.71
C 5.41 -0.58 -2.40
P 1.40 -0.83 -1.33
C 1.84 -0.43 0.37
C 2.69 -1.42 1.00
C 3.59 -1.08 1.97
C 3.75 0.25 2.41
C 2.96 1.25 1.78
C 2.08 0.94 0.79
C 0.76 0.76 -2.01
C 1.53 1.61 -2.76
C 0.97 2.78 -3.31
C -0.36 3.05 -3.15
C -1.20 2.18 -2.40
C -2.59 2.39 -2.31
C -3.35 1.47 -1.63
C -2.77 0.39 -0.95
C -1.38 0.17 -0.89
C -0.62 1.04 -1.75
H 6.37 -1.30 -4.18
H 4.28 -2.21 -5.15
H 2.16 -2.00 -3.91
H 4.18 0.03 -0.74
H 6.32 -0.19 -1.96
H 2.60 -2.46 0.70
H 4.18 -1.87 2.43
H 4.44 0.50 3.21
H 3.06 2.28 2.09
H 1.50 1.73 0.32
H 2.57 1.38 -2.94
H 1.59 3.45 -3.89
H -0.80 3.93 -3.60
H -3.03 3.25 -2.79
H -4.43 1.60 -1.59
H -3.42 -0.24 -0.36
O -2.36 -1.64 1.43
N -3.09 -2.71 1.17
C -4.27 -2.83 1.83
C -5.10 -3.89 1.62
C -4.69 -4.88 0.69
C -3.50 -4.74 0.03
C -2.64 -3.63 0.23
S -1.17 -3.35 -0.52
H -4.45 -2.02 2.52
H -6.03 -3.96 2.17
H -5.32 -5.74 0.49
H -3.17 -5.47 -0.70
```

energy relative to the best compared isomer or geometry (same formula, charge and spin) = 3.8193 eV
highest occupied orbital energy (alpha / beta) = 0.901 / 0.866 eV
net charge = -2
Kohn-Sham gap (alpha / beta) = 3.538 / 3.569 eV
F_max = 0.97 eV Å⁻¹
spin multiplicity = 2

Results of the natural (NBO) charge analysis, in e, for atoms 1 through 5: 1.025, -0.200, -0.054, -0.619, 0.220

---

6.
A molecular structure, C3H9NOS at a distorted geometry, computed with ωB97M-V with the def2-TZVPD basis set.

```
15
Properties=species:S:1:pos:R:3
C -0.55 -1.15 -2.02
S -1.70 -0.78 -0.70
H -0.50 -0.26 -2.64
H 0.46 -1.46 -1.76
H -1.05 -1.93 -2.61
O 1.28 0.85 -0.64
C 0.23 1.08 -0.12
C -0.01 0.90 1.37
N 0.96 0.04 2.10
H -0.57 1.74 -0.56
H 0.16 1.87 1.87
H -1.05 0.59 1.52
H -0.60 -1.19 0.70
H 1.08 -0.84 1.58
H 1.84 0.53 1.93
```

energy relative to the best compared isomer or geometry (same formula, charge and spin) = 3.2536 eV
highest occupied orbital energy (alpha / beta) = -14.264 / -14.013 eV
net charge = +1
Kohn-Sham gap (alpha / beta) = 7.849 / 4.926 eV
F_max = 4.15 eV Å⁻¹
spin multiplicity = 2

Results of the natural (NBO) charge analysis, in e, for atoms 1 through 5: -0.825, 0.525, 0.289, 0.287, 0.291

---

energy relative to the best compared isomer or geometry (same formula, charge and spin) of number 4 (C11H12N2PRe)? 0.6947 eV

---

Copy entry 3 word for word.
A molecular structure, C4H7NiO3 at a distorted geometry, computed with ωB97M-V with the def2-TZVPD basis set.

```
15
Properties=species:S:1:pos:R:3
H -1.60 0.01 3.10
O -0.91 1.90 0.43
C -0.01 1.98 -0.38
C 0.83 0.73 -0.67
O 0.34 0.05 -1.70
C 0.18 -1.36 -1.54
C 0.70 -1.66 -0.14
O 0.53 -0.43 0.56
Ni -0.95 0.18 1.61
H 0.10 2.84 -1.06
H 1.91 0.96 -0.71
H 0.76 -1.86 -2.33
H -0.88 -1.60 -1.65
H 1.78 -1.87 -0.17
H 0.17 -2.49 0.33
```

energy relative to the best compared isomer or geometry (same formula, charge and spin) = 0.0000 eV
highest occupied orbital energy (alpha / beta) = -14.333 / -14.582 eV
net charge = +1
Kohn-Sham gap (alpha / beta) = 9.214 / 8.822 eV
F_max = 3.04 eV Å⁻¹
spin multiplicity = 3

Results of the natural (NBO) charge analysis, in e, for atoms 1 through 5: -0.364, -0.546, 0.443, 0.337, -0.493

---

energy relative to the best compared isomer or geometry (same formula, charge and spin) of number 2 (C2H4N2OS)? 5.3386 eV

---

energy relative to the best compared isomer or geometry (same formula, charge and spin) of number 6 (C3H9NOS)? 3.2536 eV